# 1
The following is a quantum chemistry calculation of a 2-piece molecular cluster, C11H12NO2 overall at a distorted geometry, from the Open Molecules 2025 dataset.

```
26
Properties=species:S:1:pos:R:3:forces:R:3
H -1.790787 1.320498 3.426418 -0.685 1.287 -0.848
H -4.359488 -1.532200 -0.954477 -3.371 -0.679 -0.823
H -2.998476 2.103251 2.274491 -0.619 0.399 0.334
C -3.144086 -0.281996 0.191431 -2.541 -0.462 0.490
C -3.425016 -1.333194 -0.650307 4.906 0.786 -0.258
H 2.797267 1.546703 -2.304678 -0.185 -0.451 -1.049
C -1.878607 0.059780 0.622996 -0.511 0.076 -1.871
H 4.361894 1.867302 -1.507970 -1.487 0.778 0.027
H 2.662249 2.124695 -0.735021 -0.143 0.692 1.061
H 0.716845 1.560027 1.873716 0.274 -0.535 -0.195
C 0.012974 0.903422 1.369499 -0.341 0.153 -1.339
C -1.958609 1.946829 2.482720 1.265 -0.603 0.676
C -2.331388 -2.001436 -1.312589 -1.619 1.093 1.579
H -2.717031 -2.746090 -2.012057 1.206 -0.142 0.010
H -1.374215 2.908913 2.552203 -0.857 -0.870 0.120
C 3.282983 1.538327 -1.358204 3.038 0.286 -0.548
C -1.048697 -1.625345 -0.941986 0.617 -1.542 -1.051
O 4.418428 -0.523547 -1.430603 0.844 -0.415 0.093
C -1.370856 1.103665 1.398074 2.640 -0.410 1.230
C -0.799324 -0.590213 -0.034172 -0.764 -0.286 1.055
H 1.373380 -0.388933 0.010916 -0.966 1.395 1.836
H -0.214919 -2.235120 -1.313507 -0.101 0.545 -0.053
O 2.797097 -0.178275 0.112698 1.250 -0.883 0.017
C 3.595729 0.155701 -0.839134 -2.702 -0.287 0.006
H -4.056518 0.206732 0.544605 0.421 0.310 0.343
N 0.361354 -0.105979 0.478379 0.430 -0.237 -0.841
```
Positions in Å, forces in eV/Å.

Total energy: -17187.796 eV
Energy relative to the best compared isomer or geometry (same formula, charge and spin): 1.575 eV
Net charge: -1
HOMO level: -0.1622 Ha
Orbital gap: 0.2871 Ha

How positive or negative is each atom? The Mulliken charges in e answer that:
1 H 0.21
2 H 0.49
3 H 0.34
4 C -0.47
5 C -0.76
6 H 0.25
7 C 0.74
8 H 0.25
9 H 0.24
10 H 0.37
11 C -0.53
12 C -1.26
13 C -0.49
14 H 0.33
15 H 0.33
16 C -0.78
17 C -0.30
18 O -0.69
19 C 0.36
20 C -0.15
21 H 0.21
22 H 0.35
23 O -0.74
24 C 0.53
25 H 0.23
26 N -0.07

---

# 2
The following is a quantum chemistry calculation of one molecule with the formula C10H19N3O5 at a distorted geometry, from the Open Molecules 2025 dataset.

```
37
Properties=species:S:1:pos:R:3:forces:R:3
H 1.803360 1.277239 1.782129 0.025 0.438 0.427
H 0.906941 2.285784 -1.452725 0.376 0.189 0.234
H 0.860061 4.622775 -0.571958 -0.113 -0.606 -0.124
O 0.731038 -2.165022 0.397797 1.149 -0.512 -0.419
H 0.014271 -2.766405 2.680643 -0.950 0.848 -0.007
C -0.674642 -1.716668 -1.889704 2.050 0.477 0.369
N 0.438480 3.688258 -0.482753 -2.272 0.985 -0.988
H -0.555892 3.822188 -0.827883 1.539 -0.250 0.105
H -0.783261 2.141407 2.217044 -0.041 -0.103 0.301
N -0.857402 -2.187841 2.712125 1.632 -1.300 1.538
H 1.249557 -0.931852 2.385521 -0.603 0.689 0.284
H -1.769147 -0.586701 1.835542 1.014 -0.081 -0.221
H 1.329775 3.513487 1.299617 0.095 -0.070 0.503
C -0.208767 2.043139 1.302435 0.197 -0.820 -0.256
O -0.742256 -4.120099 -1.382890 0.122 2.020 -0.640
H -1.592047 -2.807113 2.483738 -0.998 -0.592 -0.370
C 0.397136 -0.209415 2.311879 0.496 -0.174 0.799
H 1.082300 0.525265 0.497447 0.178 -0.267 -1.345
C 0.832495 0.934222 1.437078 0.001 0.115 0.379
O -0.934489 1.125307 -2.105860 -0.299 -0.486 0.176
H -0.893253 1.685017 0.543157 -0.569 0.193 -0.256
C 0.311044 3.401549 0.935564 0.357 1.244 1.341
H 0.769601 -0.981529 -3.343982 -0.123 0.332 1.221
H 1.493786 -0.969887 -1.733605 0.694 -0.853 0.844
H 0.144381 0.212362 3.275554 0.055 -0.274 0.581
O 0.419866 -3.461901 -3.154410 -0.553 0.854 0.218
N -1.116255 -1.387439 -0.554415 -1.992 0.752 -1.726
H -1.415143 -1.410327 -2.621054 -0.355 -0.217 0.079
H 0.334794 -4.421629 -3.280761 0.174 0.182 0.244
C -0.350684 -3.174439 -2.053968 -0.313 -3.274 0.234
C -0.755967 -1.078140 1.842007 -0.527 1.153 -0.668
C 0.161488 0.631484 -1.990320 1.898 0.087 -0.673
C -0.303165 -1.547308 0.481300 -0.508 -0.523 0.811
H -1.847694 -0.668641 -0.559762 0.506 -0.593 0.455
C 0.571586 -0.857857 -2.233024 -1.716 1.730 -2.191
H -0.306254 4.161108 1.504901 0.543 -0.476 -0.805
O 1.254357 1.379623 -1.686403 -1.169 -0.818 -0.455
```
Positions in Å, forces in eV/Å.

Total energy: -25387.226 eV
Energy relative to the best compared isomer or geometry (same formula, charge and spin): 0.695 eV
HOMO level: -0.3339 Ha
Orbital gap: 0.3572 Ha

How positive or negative is each atom? The Mulliken charges in e answer that:
1 H 0.58
2 H 0.54
3 H 0.24
4 O -0.62
5 H 0.31
6 C -0.11
7 N -0.53
8 H 0.28
9 H 0.49
10 N -0.74
11 H 0.38
12 H 0.32
13 H 0.38
14 C -0.19
15 O -0.59
16 H 0.30
17 C -1.18
18 H 0.17
19 C -0.64
20 O -0.63
21 H 0.11
22 C -1.00
23 H 0.52
24 H 0.36
25 H 0.46
26 O -0.47
27 N -0.14
28 H 0.71
29 H 0.36
30 C 0.21
31 C 0.11
32 C 0.60
33 C 0.17
34 H 0.42
35 C -0.96
36 H 0.31
37 O -0.51

---

# 3
The following is a quantum chemistry calculation of a 11-piece molecular cluster, C54H55N7O26S2 overall at a distorted geometry, from the Open Molecules 2025 dataset.

```
144
Properties=species:S:1:pos:R:3:forces:R:3
H 0.996472 -1.655013 -2.015126 0.170 -0.372 0.000
C 1.600073 -3.134408 0.039762 -0.295 -0.480 1.414
C 3.236740 1.800523 -5.811004 0.655 0.262 -0.627
O -1.300062 0.937699 1.141401 -0.186 0.061 0.978
C 6.844104 0.666058 2.607607 -1.052 -0.148 -0.457
O -2.213337 2.824122 -2.170591 0.478 -0.401 -1.580
O -1.145123 -1.319135 -6.185070 0.332 0.027 -0.140
O 0.028544 3.353674 4.019291 -0.019 -0.326 0.183
C -0.587911 0.781959 -0.080586 1.568 -0.777 -0.653
O -1.099816 4.151332 2.285612 -0.728 -0.075 -0.071
C -4.983984 1.391124 -0.307702 -0.222 0.029 0.359
C 0.918809 -1.825381 -5.362985 1.000 0.200 0.785
C -2.406438 3.067215 -5.680098 -0.006 -0.237 -2.028
S -1.762582 2.223178 -3.399007 0.213 1.308 0.349
C 4.555975 0.746121 2.411470 -0.973 0.239 0.153
O 2.878775 2.750027 -1.240526 1.144 0.465 0.005
N -4.901806 0.000057 8.853512 0.466 -0.327 -0.435
H 6.898536 -1.297541 1.695389 0.275 0.077 0.176
H -4.903114 -1.175260 -6.048549 -0.027 0.348 0.090
N 0.035566 -1.483194 -6.467975 -1.267 -0.322 0.197
O 1.648894 1.266553 -2.083053 -0.174 -0.768 -0.714
C 2.740928 -2.734966 6.487046 -0.242 -0.320 -0.755
H -1.657743 3.633485 0.386478 0.054 -0.113 0.078
H 2.601705 -2.108968 -6.643816 -0.088 -0.109 -0.027
C 3.204840 -1.967748 -4.587807 -1.101 -0.682 -0.421
C -0.154215 -4.606568 -0.627064 -0.007 0.409 1.170
O 4.066719 -5.112615 -2.582000 0.173 -0.091 -0.068
C -4.982796 -0.841283 0.538621 -0.080 -0.054 -0.191
N 2.935016 -5.551895 -2.493261 0.019 0.743 0.192
H -1.017837 0.060716 -0.778239 -0.717 0.193 0.361
C -4.639033 1.010334 2.022928 0.452 -0.200 -0.123
C -3.121081 2.486533 6.710594 0.460 -1.161 0.148
H 7.252309 1.025796 1.661990 0.470 -0.025 0.234
H 4.352157 3.888080 -2.806391 0.284 -0.074 -0.048
H 3.442453 -3.312866 -0.986235 0.171 -0.548 0.298
C -4.758737 1.887999 0.966162 0.378 0.162 -0.252
H -4.597427 2.947510 1.101646 -0.147 0.018 0.025
H 1.906777 0.823402 -4.406784 -0.098 0.050 -0.114
H -4.558703 -1.008003 2.676826 0.045 -0.344 -0.223
C -3.591522 -2.218005 -2.577847 -0.318 -0.896 -1.738
H -3.028276 -0.210495 4.620495 0.300 -0.143 0.120
H -4.102460 -1.252093 6.525608 -0.457 0.083 0.381
H -4.929794 -3.891220 -2.762309 0.161 -0.143 -0.120
H 4.249190 -2.031098 -4.853762 0.089 -0.118 0.248
N 2.654497 -3.351554 4.128994 0.744 0.935 -0.224
H 6.522378 -1.357424 3.373928 -0.548 0.158 0.205
H 4.735938 2.842748 -6.969718 -0.103 0.159 -0.095
O 3.102844 -4.433779 4.410591 -0.076 -0.721 0.238
C 2.033489 -4.837703 -1.564620 -0.090 -0.159 -0.018
H 5.348562 4.339834 -4.967004 0.032 -0.044 -0.320
S -0.851015 -0.176213 2.220708 0.900 -1.459 -0.074
C -5.024218 -2.607349 -4.486672 0.554 0.056 0.474
C -3.725362 1.886642 7.800098 -1.121 1.023 -0.088
C 6.340758 -0.771587 2.474695 0.740 -0.861 -1.079
C -2.809233 1.687463 5.608948 0.547 1.084 -0.147
C 0.732947 0.186081 0.366338 0.858 0.234 -0.558
H 4.224875 -1.383035 2.438099 -0.186 0.224 0.101
C 0.515091 4.010414 0.496835 -0.104 1.187 1.059
C -4.693115 -0.375621 1.812734 -0.434 1.166 0.073
C 4.884422 -0.655011 1.968157 1.194 -0.387 1.050
H -2.780443 3.510593 6.737420 -0.049 0.038 0.084
H 1.909104 4.339690 2.222546 -0.094 0.136 -0.050
H 0.980790 4.918096 0.116285 0.030 -0.145 -0.326
O 3.462682 1.222377 2.524968 -0.409 0.115 -0.284
H -0.411426 2.299789 -6.036986 0.178 -0.060 0.307
O -2.086202 -2.022475 -0.881361 0.519 -0.138 -0.076
C -3.204847 0.365973 5.517535 -0.342 0.336 0.609
C 2.260863 -2.058573 -5.618388 0.563 1.163 -0.329
H 0.359616 -6.072560 -2.080341 0.186 0.051 -0.140
H -1.342430 5.312595 0.610593 0.431 0.193 0.132
C -0.004602 3.630936 2.858392 0.617 1.146 -0.191
H 2.016997 -2.372911 0.682297 -0.235 0.205 -0.066
H -2.154815 2.187723 4.899937 -0.261 -0.409 -0.512
C 1.132151 3.674718 1.851340 0.066 -1.256 0.348
C 0.470019 -1.698409 -4.048074 -0.370 -0.749 -0.527
C 4.236176 2.759768 -6.017206 -0.495 0.000 1.466
O -2.887755 2.344570 -4.566659 0.654 -0.005 1.542
N 2.550874 2.073811 -2.190595 -1.407 0.571 1.090
O -0.247924 0.297169 3.425636 -0.695 0.827 -0.632
C 4.104019 3.283951 -3.669662 -1.313 0.207 1.222
H 1.432966 0.910600 0.792523 -0.145 0.041 0.048
H 2.811427 -3.811309 6.573247 0.218 0.072 0.703
H 2.135345 -0.773671 3.842578 0.044 0.521 0.179
O -1.212605 0.904487 -3.315154 0.011 0.943 -0.703
O -5.416096 -1.091499 8.719287 -0.076 -0.019 -0.204
H -2.853345 4.050753 -5.823650 -0.287 -0.071 0.672
C 3.093071 2.328693 -3.493874 1.246 0.367 -1.173
H -0.508660 4.081261 -5.996532 0.060 0.014 0.113
H 1.569094 2.674397 1.854269 0.227 0.144 0.065
C 2.310371 -0.077253 5.899495 -0.303 0.562 0.278
C -4.545586 -3.008508 -3.254300 0.266 0.301 0.936
H 2.640520 -2.173914 8.547260 0.091 0.063 0.047
H -5.438187 -0.302414 -1.519894 0.094 -0.055 0.003
O -5.439376 1.928781 -2.502338 0.057 -0.321 -0.364
H 7.495260 0.821548 3.461160 0.098 0.157 -0.129
O -3.442880 -3.676910 -0.809232 0.054 -0.580 -0.154
C 2.628977 -2.318441 5.157864 -0.477 0.229 2.041
H -0.390942 -3.163205 0.952493 0.094 0.076 0.066
C -3.891158 -0.194264 6.599954 0.170 -0.382 -0.928
O 0.484913 -1.347323 -7.583582 0.387 -0.017 -0.133
C -3.639902 -0.645805 -4.387562 0.514 0.291 0.715
C 2.623475 -1.819645 7.526561 0.137 -0.136 -0.282
H 0.701353 3.186101 -0.179497 -0.391 0.199 -0.262
C -4.191151 0.587669 7.695886 0.537 -0.281 0.176
H 2.078485 0.948142 5.639023 0.092 0.036 0.104
H -3.277695 0.308692 -4.743742 -0.242 -0.423 -0.363
C 0.722618 -5.239293 -1.494205 -0.779 -0.490 -0.072
C -5.165669 0.041974 -0.532543 0.169 -0.266 0.250
C 2.479323 -3.770470 -0.802826 0.177 0.280 -0.778
O -4.887413 0.629310 9.882180 -0.172 0.377 0.542
O -1.907570 -1.133299 2.345419 0.538 0.370 -0.284
H 3.486535 -1.992294 -2.497281 -0.220 0.450 0.110
H -2.424615 -0.408270 -2.662339 -0.153 -0.691 0.046
C 0.291761 -3.609897 0.247315 0.779 0.019 -1.455
C 4.604723 3.556487 -4.910381 0.518 -0.461 -0.882
C 2.450668 -0.469223 7.227341 0.016 -0.150 -0.414
C 1.383428 -1.788911 -3.017341 -0.123 0.606 0.068
O 5.635828 1.440320 2.802246 0.414 -0.176 0.108
H -5.067407 -1.906365 0.367227 -0.049 -0.024 -0.024
C -4.563886 -1.406821 -5.046556 -0.577 -1.105 -0.668
H -0.392310 1.711517 -0.600483 -0.570 0.213 0.336
O 2.502329 -6.486585 -3.127407 -0.055 -0.137 0.025
H -4.384123 1.447867 2.979835 -0.158 -0.285 0.181
H 2.384342 0.294279 7.989634 -0.021 -0.156 0.184
C 2.745678 -1.876461 -3.279348 0.492 -0.300 -0.268
H -1.189698 -4.897677 -0.508352 0.029 -0.309 -0.335
C 2.344012 -0.995907 4.883505 0.158 -0.866 -1.551
H 2.993975 1.169400 -6.655783 -0.311 -0.103 0.111
H 1.241466 -0.309001 -0.455614 -0.091 -0.141 0.142
H -0.594650 -1.682810 -3.855089 0.072 0.456 0.034
N -2.964797 -2.709999 -1.362291 -0.812 1.019 0.808
O -0.706984 3.205239 -4.153736 0.020 -0.501 0.976
O 2.331652 -3.011703 3.011049 -0.379 -0.002 -0.553
H -2.660866 2.456934 -6.550346 -0.090 0.174 -0.029
C -0.967002 4.325757 0.875617 -0.140 -0.874 -0.784
H 4.840848 -0.870297 0.902747 -0.145 0.579 -0.138
O 0.396556 -0.782782 1.346863 -1.570 0.279 0.685
C 2.640753 1.602321 -4.570607 0.022 -0.551 -0.090
H -5.688061 -3.296587 -4.987946 -0.194 0.316 -0.233
C -3.115368 -1.070687 -3.166920 -0.449 0.560 0.375
C -0.895254 3.160109 -5.571474 -0.407 -0.137 0.236
O -4.870209 3.517361 -1.183807 0.024 -0.008 0.071
N -5.097558 2.347872 -1.417075 -0.193 0.295 0.220
H -3.997162 2.495217 8.652053 0.126 -0.236 0.177
```
Positions in Å, forces in eV/Å.

Total energy: -142205.317 eV
Energy relative to the best compared isomer or geometry (same formula, charge and spin): 0.000 eV
HOMO level: -0.3520 Ha
Orbital gap: 0.3001 Ha

Atomic partial charges in e from the Mulliken method, atoms 1 to 99:
1 H -0.40
2 C 0.44
3 C -0.79
4 O 0.34
5 C -0.44
6 O -0.75
7 O -0.58
8 O -0.57
9 C 1.82
10 O -0.38
11 C -0.06
12 C -0.55
13 C -0.46
14 S 1.10
15 C 0.38
16 O -0.62
17 N 0.97
18 H 0.35
19 H 0.44
20 N 1.06
21 O -0.51
22 C -0.45
23 H -0.19
24 H 0.47
25 C -1.11
26 C -0.69
27 O -0.63
28 C -0.41
29 N 1.12
30 H -1.04
31 C -0.42
32 C -0.80
33 H 0.26
34 H 0.49
35 H 0.76
36 C -0.51
37 H 0.43
38 H 0.46
39 H 0.46
40 C -0.70
41 H 0.71
42 H 0.45
43 H 0.55
44 H 0.54
45 N 0.85
46 H 0.30
47 H 0.45
48 O -0.62
49 C -0.19
50 H 0.41
51 S 0.73
52 C -0.70
53 C -0.40
54 C -0.77
55 C -0.24
56 C 0.40
57 H -0.37
58 C 0.55
59 C -0.23
60 C 0.75
61 H 0.45
62 H 0.46
63 H 0.62
64 O -0.47
65 H 0.17
66 O 0.08
67 C -0.25
68 C -0.74
69 H 0.55
70 H 0.38
71 C 0.36
72 H 0.66
73 H 0.45
74 C 0.47
75 C -0.14
76 C -0.71
77 O -0.46
78 N 1.35
79 O -0.38
80 C -0.78
81 H -0.78
82 H 0.49
83 H 0.11
84 O -0.11
85 O -0.60
86 H 0.28
87 C -0.42
88 H 0.39
89 H -0.60
90 C -0.83
91 C -0.69
92 H 0.39
93 H 0.55
94 O -0.64
95 H 0.32
96 O -0.69
97 C -0.27
98 H 0.45
99 C -0.52

---

What is the formula in the second record? C10H19N3O5